[1]
Entry from the Open Molecules 2025 dataset: a 9-piece molecular cluster, C31H86N12O11 overall (ωB97M-V/def2-TZVPD).

Last column: Mulliken charge in e.
Atoms and positions in Å:
C (13.001, 6.965, -21.362)  -1.45
C (13.435, 5.445, -21.562)  0.38
C (13.992, 4.722, -20.324)  -0.67
O (15.189, 5.267, -19.842)  -0.48
C (16.296, 5.086, -20.700)  -0.62
N (12.259, 4.813, -22.062)  1.24
H (12.417, 7.283, -20.499)  0.31
H (12.507, 7.326, -22.264)  0.16
H (13.978, 7.448, -21.385)  0.45
H (14.091, 5.398, -22.431)  0.52
H (14.287, 3.714, -20.614)  0.32
H (13.307, 4.749, -19.477)  0.20
H (17.203, 5.526, -20.286)  0.32
H (16.173, 5.525, -21.689)  0.18
H (16.574, 4.045, -20.863)  0.30
H (11.527, 5.052, -21.409)  -0.30
H (11.945, 5.175, -22.951)  -0.98
C (9.795, 6.812, -33.134)  -1.41
C (8.680, 5.744, -33.035)  0.54
C (7.786, 5.941, -31.821)  -0.71
O (8.542, 5.838, -30.502)  -0.28
C (7.784, 5.356, -29.451)  -0.62
N (7.948, 5.873, -34.324)  -0.75
H (9.332, 7.784, -33.307)  0.35
H (10.462, 6.547, -33.955)  0.42
H (10.273, 6.869, -32.156)  0.30
H (9.130, 4.751, -33.009)  0.28
H (7.073, 5.120, -31.895)  0.29
H (7.340, 6.936, -31.836)  0.26
H (7.560, 4.305, -29.637)  0.47
H (6.791, 5.801, -29.392)  0.38
H (8.259, 5.396, -28.470)  -0.14
H (8.608, 6.003, -35.077)  0.26
H (7.645, 4.917, -34.448)  0.28
C (10.021, 1.774, -27.238)  -0.87
C (8.488, 1.956, -27.239)  1.37
C (7.752, 0.627, -27.389)  -0.58
O (7.837, 0.080, -28.681)  -0.38
C (7.322, -1.247, -28.728)  -0.74
N (8.062, 2.581, -25.927)  0.14
H (10.246, 1.246, -28.165)  0.56
H (10.292, 1.294, -26.298)  -0.32
H (10.561, 2.722, -27.240)  0.25
H (8.216, 2.678, -28.009)  -0.36
H (6.705, 0.764, -27.118)  0.51
H (8.084, -0.075, -26.625)  0.11
H (7.598, -1.722, -29.669)  0.26
H (6.244, -1.096, -28.670)  0.32
H (7.614, -1.897, -27.903)  0.28
H (7.078, 2.392, -25.797)  0.51
H (8.412, 2.012, -25.170)  -0.87
C (9.192, -0.960, -23.773)  -1.63
C (8.335, 0.195, -23.408)  0.53
C (7.743, 0.054, -21.958)  -0.29
O (7.043, -1.155, -21.806)  -0.49
C (5.783, -1.141, -22.510)  -0.74
N (8.975, 1.462, -23.619)  1.02
H (9.611, -0.847, -24.773)  0.19
H (8.698, -1.930, -23.828)  0.42
H (9.993, -1.038, -23.039)  0.20
H (7.479, 0.302, -24.074)  0.68
H (7.021, 0.820, -21.677)  0.39
H (8.538, 0.093, -21.213)  -0.04
H (5.359, -2.142, -22.592)  0.33
H (5.713, -0.857, -23.560)  0.25
H (5.080, -0.482, -22.001)  0.33
H (9.734, 1.537, -22.956)  -0.74
H (8.269, 2.068, -23.225)  -0.43
C (15.551, 7.924, -24.684)  -0.54
O (14.592, 7.454, -25.667)  -0.38
C (13.266, 7.972, -25.653)  -0.09
C (12.418, 7.423, -26.779)  -0.06
N (11.240, 8.280, -26.888)  -0.52
C (10.327, 7.810, -27.972)  -0.40
C (8.889, 8.278, -27.747)  -1.19
O (8.234, 7.639, -26.615)  -0.27
C (7.044, 8.209, -26.210)  -0.95
H (15.506, 9.010, -24.591)  0.33
H (16.603, 7.709, -24.871)  0.30
H (15.279, 7.625, -23.671)  0.04
H (13.335, 9.060, -25.629)  0.55
H (12.794, 7.767, -24.692)  -0.22
H (11.965, 6.483, -26.466)  -0.17
H (12.970, 7.436, -27.719)  0.48
H (10.769, 8.214, -25.997)  0.35
H (10.299, 6.724, -28.064)  0.17
H (10.745, 8.183, -28.906)  0.58
H (8.292, 8.073, -28.635)  0.44
H (8.878, 9.358, -27.599)  0.55
H (6.519, 8.850, -26.918)  0.42
H (7.310, 8.742, -25.297)  0.12
H (6.331, 7.458, -25.871)  0.27
C (13.072, -0.499, -24.973)  -0.59
O (13.646, 0.395, -24.060)  -0.47
C (12.756, 1.336, -23.477)  0.85
C (12.129, 0.869, -22.094)  -0.87
N (11.049, 1.854, -21.777)  0.78
C (10.616, 1.807, -20.395)  -1.14
C (9.525, 2.943, -20.189)  -0.32
O (10.131, 4.182, -19.963)  -0.28
C (9.110, 5.216, -19.840)  -0.54
H (12.344, -1.239, -24.641)  0.21
H (13.863, -1.028, -25.504)  0.35
H (12.595, 0.046, -25.788)  0.21
H (11.963, 1.461, -24.215)  -0.54
H (13.207, 2.321, -23.360)  0.01
H (12.919, 0.858, -21.342)  0.48
H (11.754, -0.143, -22.249)  0.26
H (11.548, 2.731, -21.829)  -0.67
H (11.454, 2.051, -19.743)  0.49
H (10.454, 0.769, -20.104)  0.68
H (8.952, 2.743, -19.284)  0.46
H (8.795, 3.016, -20.996)  -0.19
H (9.657, 6.158, -19.876)  0.19
H (8.602, 5.222, -18.876)  0.34
H (8.391, 5.151, -20.657)  0.14
C (10.194, 5.260, -24.843)  0.67
O (10.722, 6.192, -24.272)  -0.55
N (10.592, 4.018, -24.753)  0.94
N (9.181, 5.283, -25.624)  0.36
H (11.450, 3.739, -24.299)  -0.29
H (9.979, 3.247, -24.976)  -0.59
H (8.907, 6.202, -25.940)  -0.65
H (8.857, 4.454, -26.101)  0.32
C (8.368, 8.575, -22.663)  0.37
O (7.530, 7.681, -22.645)  -0.68
N (9.538, 8.516, -23.298)  0.07
N (8.245, 9.671, -22.038)  -0.35
H (9.938, 9.426, -23.476)  0.29
H (9.867, 7.698, -23.790)  -0.33
H (8.995, 10.347, -22.006)  0.13
H (7.383, 9.817, -21.532)  0.29
C (6.171, 4.224, -23.067)  0.68
O (5.905, 3.048, -23.315)  -0.72
N (7.093, 4.953, -23.555)  0.28
N (5.523, 4.947, -22.214)  -0.37
H (7.622, 4.635, -24.354)  -0.11
H (7.316, 5.868, -23.190)  0.26
H (4.709, 4.598, -21.729)  0.24
H (5.741, 5.934, -22.211)  0.10

Energy relative to the best compared isomer or geometry (same formula, charge and spin)   41.6 kcal/mol
E   -73941.3273 eV
SMILES   COC[C@H](C)N.COC[C@H](C)N.COC[C@H](C)N.COC[C@H](C)N.COCCNCCOC.COCCNCCOC.NC(N)=O.NC(N)=O.NC(N)=O
Kohn-Sham gap   8.972 eV
Spin multiplicity   1

[2]
Entry from the Open Molecules 2025 dataset: C39H34EuN12P as an isolated structure (ωB97M-V/def2-TZVPD).

Last column: Löwdin spin population.
Atoms and positions in Å:
Eu (0.544, 0.268, 0.201)  4.06
C (3.282, 1.418, -4.886)  0.00
N (3.013, 1.391, -3.472)  0.00
C (3.800, 1.943, -2.513)  0.00
C (3.175, 1.722, -1.319)  0.00
N (2.013, 1.039, -1.535)  -0.01
C (1.942, 0.843, -2.852)  0.00
P (0.543, 0.002, -3.748)  0.00
C (-0.874, 0.804, -2.986)  0.00
N (-1.467, 0.322, -1.744)  0.01
C (-3.107, 2.162, -1.813)  0.04
C (-2.731, 2.234, -3.269)  0.03
N (-1.653, 1.649, -3.730)  0.00
C (-1.197, 1.991, -5.065)  0.00
C (0.559, -1.545, -2.744)  0.00
N (0.455, -1.688, -1.419)  0.00
C (0.481, -3.032, -1.189)  0.00
C (0.602, -3.701, -2.376)  0.00
N (0.649, -2.754, -3.346)  0.00
C (0.752, -2.996, -4.761)  0.00
H (4.211, 1.959, -5.060)  0.00
H (3.381, 0.407, -5.282)  0.00
H (2.476, 1.925, -5.421)  0.00
H (4.724, 2.441, -2.731)  0.00
H (3.484, 2.019, -0.333)  0.00
H (-4.032, 1.568, -1.706)  0.02
H (-3.278, 2.908, -3.907)  0.00
H (-1.910, 2.658, -5.543)  0.00
H (-0.231, 2.495, -5.008)  0.00
H (-1.094, 1.096, -5.680)  0.00
H (0.412, -3.447, -0.199)  0.00
H (0.645, -4.751, -2.580)  0.00
H (0.706, -4.067, -4.945)  0.00
H (-0.075, -2.515, -5.286)  0.00
H (1.694, -2.610, -5.154)  0.00
N (-3.338, 9.474, 4.173)  0.00
C (-2.890, 8.504, 3.763)  0.00
C (-2.356, 7.303, 3.231)  0.00
C (-1.133, 7.316, 2.560)  0.00
C (-0.629, 6.149, 2.020)  -0.01
C (-1.343, 4.956, 2.122)  -0.01
C (-2.559, 4.949, 2.805)  -0.01
C (-3.061, 6.106, 3.365)  0.00
C (-0.849, 3.706, 1.495)  -0.05
C (-1.600, 3.186, 0.445)  0.19
C (-2.636, 3.971, -0.195)  0.00
C (-3.331, 3.539, -1.248)  0.13
C (-1.977, 1.496, -1.096)  0.08
N (-1.293, 1.948, -0.103)  -0.01
C (0.364, 3.184, 2.012)  0.19
C (1.067, 3.706, 3.127)  0.07
C (2.233, 2.980, 3.244)  0.08
C (2.211, 2.037, 2.212)  0.21
N (1.093, 2.140, 1.462)  0.01
H (-0.589, 8.242, 2.465)  0.00
H (0.313, 6.160, 1.491)  0.00
H (-3.115, 4.028, 2.897)  0.00
H (-3.998, 6.099, 3.901)  0.00
H (-2.799, 4.968, 0.180)  0.00
H (-4.054, 4.166, -1.744)  0.01
H (-2.243, -0.314, -1.966)  0.00
H (0.738, 4.511, 3.755)  0.00
H (3.017, 3.116, 3.960)  0.00
H (2.969, 1.290, 1.987)  0.01
C (-0.552, 1.339, 5.869)  0.05
C (0.569, 0.518, 5.934)  0.00
C (0.967, -0.191, 4.824)  0.05
C (0.243, -0.078, 3.624)  0.00
C (-0.896, 0.741, 3.566)  0.04
C (-1.284, 1.438, 4.692)  0.01
N (0.649, -0.720, 2.467)  0.27
N (1.537, -1.629, 2.651)  0.31
C (2.228, -2.157, 1.617)  0.04
C (2.701, -3.472, 1.765)  0.04
C (3.516, -3.999, 0.792)  0.02
C (3.873, -3.191, -0.286)  0.05
C (3.363, -1.907, -0.358)  0.01
N (2.534, -1.380, 0.549)  0.06
H (-0.852, 1.893, 6.745)  0.00
H (1.125, 0.427, 6.854)  0.00
H (1.840, -0.826, 4.847)  0.00
H (-1.477, 0.776, 2.641)  0.00
H (-2.166, 2.059, 4.668)  0.00
H (2.390, -4.029, 2.633)  0.00
H (3.884, -5.009, 0.877)  0.00
H (4.551, -3.551, -1.042)  0.00
H (3.642, -1.250, -1.173)  0.00

Energy relative to the best compared isomer or geometry (same formula, charge and spin)   134.3 kcal/mol
E   -87477.3601 eV
Kohn-Sham gap (alpha / beta)   4.666 / 4.713 eV
Spin multiplicity   7
Net charge   +2

[3]
Entry from the Open Molecules 2025 dataset: a 2-piece molecular cluster, C3H6N2OS overall (ωB97M-V/def2-TZVPD).

Last column: natural (NBO) charge in e.
Atoms and positions in Å:
C (0.662, 1.492, -0.151)  -0.24
C (-1.895, -0.406, 2.535)  0.27
C (-0.298, 1.022, -1.202)  -0.63
N (0.673, 0.820, 0.928)  0.06
N (0.786, 0.244, 1.900)  -0.06
O (-1.867, -1.528, 2.113)  -0.54
S (-2.981, 0.839, 1.834)  -0.07
H (1.050, 2.504, -0.171)  0.23
H (-1.299, -0.080, 3.354)  0.15
H (-0.466, -0.002, -0.973)  0.22
H (-0.012, 0.962, -2.242)  0.22
H (-1.194, 1.586, -1.095)  0.21
H (-3.324, -0.155, 0.850)  0.17

Energy relative to the best compared isomer or geometry (same formula, charge and spin)   84.9 kcal/mol
E   -19068.4848 eV
Kohn-Sham gap   8.934 eV
Spin multiplicity   1

[4]
Entry from the Open Molecules 2025 dataset: a single C4H4O2 molecule (ωB97M-V/def2-TZVPD).

Last column: natural (NBO) charge in e.
Atoms and positions in Å:
O (0.846, -1.355, 0.654)  -0.69
C (0.373, -0.063, 0.432)  -0.07
C (0.965, 0.502, -0.858)  0.44
O (1.784, -0.127, -1.483)  -0.52
C (-1.099, 0.026, 0.393)  -0.05
C (-2.295, 0.162, 0.419)  -0.19
H (1.450, -1.544, -0.087)  0.49
H (0.711, 0.613, 1.239)  0.21
H (0.623, 1.505, -1.170)  0.14
H (-3.357, 0.280, 0.461)  0.24

Energy relative to the best compared isomer or geometry (same formula, charge and spin)   45.4 kcal/mol
E   -8305.1093 eV
SMILES   C#C[C@@H](O)C=O
Kohn-Sham gap   10.972 eV
Spin multiplicity   1

[5]
Entry from the Open Molecules 2025 dataset: H2LiO as an isolated structure (ωB97M-V/def2-TZVPD).

Last column: natural (NBO) charge in e.
Atoms and positions in Å:
O (-1.011, 1.110, 1.319)  -0.96
H (-1.793, 0.539, 1.494)  0.48
H (-0.983, 1.733, 2.080)  0.49
Li (1.286, -1.363, -1.655)  1.00

Energy relative to the best compared isomer or geometry (same formula, charge and spin)   28.9 kcal/mol
E   -2278.0811 eV
Kohn-Sham gap   8.847 eV
Spin multiplicity   1
Net charge   +1

Question: What is the E in the third record?
Answer: -19068.4848 eV

Question: The highest E belongs to which entry?
Answer: H2LiO

Question: energy relative to the best compared isomer or geometry (same formula, charge and spin) of number 3 (C3H6N2OS)?
Answer: 84.9 kcal/mol